One molecule with the formula C15H14N4S at a distorted geometry. Source: the Open Molecules 2025 dataset; level of theory: ωB97M-V/def2-TZVPD.

Results
- HOMO level (eV) = -9.38
- energy (Eh) = -1197.14637
- SMILES = [H]/N=C1\S/C(=N/[H])[C@@H](C#N)[C@H](c2ccc(C)cc2C)[C@H]1C#N
- LUMO energy (eV) = 0.05
- energy above the lowest of the compared OMol25 structures with the same formula, charge and spin (kJ/mol) = 224.96
- total charge = 0
- gap between HOMO and LUMO (eV) = 9.43

```
34
Properties=species:S:1:pos:R:3:lowdin_charge:R:1
N 2.792 0.147 -2.496 0.19
N -3.796 -0.378 -1.691 0.18
C 1.858 -0.402 -2.067 -0.18
C -2.826 -0.791 -1.175 -0.17
N 0.509 -1.601 -4.102 0.10
N -1.750 -3.776 -0.213 0.11
S -1.073 -3.165 -2.679 1.06
C 0.163 -1.953 -2.870 -0.61
C -1.548 -2.780 -1.035 -0.63
C 1.252 0.168 2.410 -0.05
C 0.337 2.203 1.616 -0.01
C 0.884 -0.469 1.226 -0.01
C 0.973 1.495 2.648 -0.28
C -0.102 1.630 0.424 -0.16
C 0.128 0.228 0.241 -0.16
C 1.252 2.095 3.998 -0.05
C -0.753 2.594 -0.599 -0.02
C 0.782 -1.297 -1.640 -0.24
C -1.602 -1.346 -0.585 -0.23
C -0.356 -0.490 -0.969 -0.22
H 1.257 -0.948 -4.275 0.03
H -1.642 -4.723 -0.598 0.05
H 1.857 -0.344 3.191 0.12
H 0.095 3.246 1.811 0.12
H 1.152 -1.512 1.147 0.11
H 0.329 2.382 4.514 0.09
H 1.802 1.378 4.626 0.08
H 1.841 3.013 3.884 0.08
H -0.015 2.896 -1.340 0.09
H -1.602 2.132 -1.114 0.07
H -1.101 3.502 -0.160 0.06
H 1.246 -2.080 -0.979 0.17
H -1.690 -1.312 0.540 0.17
H -0.651 0.259 -1.688 0.13
```

***

One molecule with the formula C15H14O3 at a distorted geometry. Source: the Open Molecules 2025 dataset; level of theory: ωB97M-V/def2-TZVPD.

Results
- HOMO level (eV) = -8.65
- energy (Eh) = -805.64209
- SMILES = CC1=Cc2c(c(C)cc3c2[C@H](C)CO3)C(=O)C1=O
- LUMO energy (eV) = -0.87
- energy above the lowest of the compared OMol25 structures with the same formula, charge and spin (kJ/mol) = 182.22
- total charge = 0
- gap between HOMO and LUMO (eV) = 7.78

```
32
Properties=species:S:1:pos:R:3:lowdin_charge:R:1
O 3.538 0.598 -2.275 0.14
O 3.491 -1.369 -0.411 0.12
O -2.368 -0.976 2.181 0.02
C 2.524 0.313 -1.701 -0.29
C 2.527 -0.639 -0.506 -0.25
C 0.196 0.701 -1.535 0.02
C 1.274 0.804 -2.282 -0.14
C -0.137 -1.840 2.077 0.08
C -1.133 -0.964 1.659 -0.20
C 1.280 -0.750 0.292 -0.04
C 0.141 -0.050 -0.233 -0.07
C 1.162 -1.609 1.444 -0.14
C -1.042 -0.139 0.477 -0.10
C 1.247 2.003 -3.402 0.00
C 2.302 -2.394 2.001 -0.06
C -2.332 1.851 0.463 -0.06
C -3.258 -0.256 1.283 -0.10
C -2.386 0.387 0.220 -0.32
H -0.673 1.269 -1.827 0.11
H -0.260 -2.433 2.951 0.11
H 1.853 1.765 -4.262 0.06
H 0.269 2.190 -3.719 0.03
H 1.480 3.020 -2.889 0.12
H 1.983 -3.049 2.828 0.08
H 2.834 -2.938 1.193 0.09
H 3.141 -1.814 2.467 0.11
H -3.342 2.223 0.512 0.08
H -1.690 2.483 -0.155 0.09
H -2.019 1.982 1.503 0.11
H -3.932 -0.876 0.696 0.13
H -3.897 0.469 1.763 0.12
H -2.773 0.038 -0.812 0.18
```

***

An isolated ion of composition C15H15BFINO2 and charge +1 at a distorted geometry. Source: the Open Molecules 2025 dataset; level of theory: ωB97M-V/def2-TZVPD.

Results
- HOMO level (eV) = -12.08
- energy (Eh) = -1208.00793
- SMILES = C#CCc1c[nH+]c(CB(O)O)c2c(CCF)c(I)ccc12
- LUMO energy (eV) = -4.32
- total charge = +1
- gap between HOMO and LUMO (eV) = 7.76

```
36
Properties=species:S:1:pos:R:3:lowdin_charge:R:1
C 1.644 -4.917 -0.705 0.11
C 0.593 -4.426 -1.044 -0.11
C -0.766 -3.744 -0.964 -0.13
C -0.669 -2.212 -0.881 -0.12
C -1.376 -1.474 -1.808 0.01
N -1.341 -0.106 -1.815 0.14
C -0.675 0.663 -0.937 -0.11
C -0.812 2.155 -1.207 0.01
B -2.214 2.751 -0.627 -0.55
O -2.374 4.071 -0.229 0.16
O -3.262 1.807 -0.528 0.13
C 0.061 -0.003 0.109 0.00
C 0.778 0.736 1.141 -0.17
C 0.842 2.248 1.337 -0.17
C 2.070 2.818 0.527 -0.18
F 2.262 2.159 -0.686 -0.04
C 1.501 -0.049 2.069 -0.54
I 2.702 0.803 3.641 0.97
C 1.523 -1.492 2.066 -0.10
C 0.801 -2.215 1.112 0.01
C 0.084 -1.461 0.126 -0.05
H 2.589 -5.330 -0.363 0.06
H -1.311 -3.997 -1.901 0.12
H -1.389 -4.175 -0.149 0.14
H -1.972 -2.014 -2.560 0.15
H -1.883 0.339 -2.554 0.18
H -0.930 2.262 -2.319 0.15
H 0.063 2.769 -0.958 0.10
H -2.174 4.092 0.724 0.12
H -3.208 1.400 0.353 0.12
H -0.096 2.789 1.091 0.09
H 1.046 2.559 2.386 0.06
H 2.006 3.923 0.405 0.14
H 2.960 2.645 1.172 0.09
H 2.101 -2.064 2.808 0.10
H 0.823 -3.308 1.169 0.11
```

***

C15H15Cl3GaN6O4 as an isolated structure. Source: the Open Molecules 2025 dataset; level of theory: ωB97M-V/def2-TZVPD.

Results
- HOMO level (eV) = -11.80
- energy (Eh) = -4515.33418
- LUMO energy (eV) = -3.44
- energy above the lowest of the compared OMol25 structures with the same formula, charge and spin (kJ/mol) = 58.34
- total charge = +1
- gap between HOMO and LUMO (eV) = 8.36

```
44
Properties=species:S:1:pos:R:3:lowdin_charge:R:1
Ga 2.112 -1.651 0.560 0.20
N 3.048 -1.094 2.413 0.03
C 4.473 -1.445 2.183 -0.10
C 4.827 -1.251 0.698 -0.56
O 5.933 -0.963 0.348 0.15
O 3.801 -1.472 -0.105 -0.01
H 2.973 -0.084 2.506 0.12
H 2.734 -1.491 3.294 0.12
H 4.617 -2.506 2.390 0.13
H 5.152 -0.864 2.801 0.14
Cl 2.160 -4.084 1.577 0.78
C 0.448 -3.876 1.105 -1.40
Cl -0.046 -2.298 1.826 0.77
Cl -0.550 -5.172 1.632 0.76
C 0.442 -3.627 -0.472 -0.70
O -0.251 -4.308 -1.162 0.14
O 1.233 -2.651 -0.785 -0.03
C 0.313 1.296 1.835 0.02
C 0.615 1.066 0.399 -0.28
N 1.374 0.085 -0.073 0.06
C 1.508 0.268 -1.442 -0.05
C 0.823 1.379 -1.782 -0.01
N 0.254 1.870 -0.624 0.02
C -0.698 2.989 -0.581 -0.04
N -2.049 2.565 -0.371 -0.06
N -2.626 2.691 0.861 0.05
N -3.767 2.141 0.846 0.08
C -4.006 1.617 -0.406 -0.22
C -5.099 0.910 -0.910 0.00
C -5.015 0.480 -2.214 -0.07
C -3.885 0.742 -3.009 -0.06
C -2.802 1.447 -2.530 -0.01
C -2.888 1.880 -1.209 -0.17
H 0.664 0.455 2.430 0.05
H -0.751 1.433 2.015 0.08
H 0.810 2.206 2.179 0.11
H 2.101 -0.400 -2.041 0.13
H 0.692 1.858 -2.737 0.13
H -0.621 3.499 -1.538 0.15
H -0.441 3.681 0.219 0.15
H -5.965 0.720 -0.291 0.12
H -5.837 -0.074 -2.646 0.11
H -3.867 0.378 -4.028 0.11
H -1.943 1.654 -3.155 0.10
```